--- P ---
16
Properties=species:S:1:pos:R:3 method="wB97M-V/def2-TZVPD" lumo_ev=-3.86 homo_lumo_gap_ev=10.37 charge=+1
C 0.606 -0.088 0.292
C -0.982 1.628 -0.326
C 0.500 1.429 -0.255
C -1.556 0.216 -0.633
C 1.601 -1.620 1.270
N 1.925 -2.623 0.693
N -0.569 -0.606 0.080
H -1.308 2.046 0.611
H -1.251 2.323 -1.118
H 1.011 1.212 -1.210
H 1.167 2.021 0.414
H -2.642 0.065 -0.429
H -1.474 -0.108 -1.603
H 1.758 -1.351 2.294
H 1.897 -2.973 -0.292
H -0.685 -1.571 0.212

***

--- Q ---
16
Properties=species:S:1:pos:R:3 method="wB97M-V/def2-TZVPD" lumo_ev="-4.79 / -4.79" homo_lumo_gap_ev="8.77 / 8.77" charge=+1
C 0.223 2.072 0.371
C -0.323 2.282 -0.808
C -1.658 -0.968 0.792
C -2.303 -0.873 -0.517
C 2.499 -1.138 0.211
N -1.330 0.098 0.112
N -0.349 0.865 -0.273
H 0.774 2.447 1.184
H -0.495 2.956 -1.697
H -1.402 -1.306 1.797
H 1.869 -1.366 -0.605
H -2.059 -1.409 -1.418
H -3.421 -0.600 -0.657
H 3.494 -1.468 0.075
H 2.495 -0.054 0.276
H 1.986 -1.539 1.155

***

--- R ---
16
Properties=species:S:1:pos:R:3 method="wB97M-V/def2-TZVPD" lumo_ev=-3.87 homo_lumo_gap_ev=11.54 charge=+1
C 1.031 1.108 0.684
C -0.122 0.783 1.484
C -0.077 0.610 -0.787
C -0.964 0.168 -1.805
C 0.440 -1.540 0.541
N 0.541 1.689 -0.525
N 0.255 -0.098 0.384
H 2.020 1.214 1.082
H -0.969 1.534 1.281
H -0.045 0.468 2.438
H -1.918 0.759 -1.660
H -1.031 -0.937 -1.796
H -0.606 0.363 -2.829
H -0.528 -2.128 0.427
H 1.076 -2.036 -0.306
H 0.897 -1.956 1.386

***

--- S ---
16
Properties=species:S:1:pos:R:3 method="wB97M-V/def2-TZVPD" smiles="CC1=N[C@@H]1[NH+]1CC1" lumo_ev=-3.03 homo_lumo_gap_ev=10.85 charge=+1
C 0.960 2.170 1.341
C 0.408 1.607 0.114
N -0.261 1.739 -0.952
C 0.270 0.369 -0.991
N -0.727 -0.686 -0.778
C -0.379 -2.093 -0.870
C -0.855 -1.515 0.384
H 0.242 2.896 1.732
H 2.072 2.559 1.391
H 1.072 1.268 1.997
H 0.975 -0.042 -1.754
H -1.610 -0.393 -1.155
H 0.730 -2.235 -0.965
H -1.065 -2.728 -1.378
H -1.821 -1.759 0.859
H -0.010 -1.157 1.023

***

Computed relative energies in units of hartree: P 0.0000; Q 0.1872; R 0.0272; S 0.0309

***

--- P ---
16
Properties=species:S:1:pos:R:3 method="wB97M-V/def2-TZVPD" smiles="C[C@H]1N=CC=[N+]1C" lumo_ev=-5.29 homo_lumo_gap_ev=10.59 charge=+1
C 0.437 -0.471 -1.730
C 0.365 -0.851 -0.212
N 1.595 -0.836 0.370
C 1.680 0.084 1.220
C 0.382 0.781 1.363
N -0.508 0.305 0.607
C -1.845 0.540 0.272
H 0.959 0.505 -1.817
H -0.580 -0.465 -2.071
H 0.929 -1.239 -2.301
H 0.127 -1.844 -0.213
H 2.637 0.216 1.794
H 0.372 1.632 2.114
H -2.515 -0.134 0.984
H -2.021 0.179 -0.785
H -2.016 1.597 0.407

***

--- Q ---
16
Properties=species:S:1:pos:R:3 method="wB97M-V/def2-TZVPD" smiles=CCc1c[nH]c[nH+]1 lumo_ev=-3.78 homo_lumo_gap_ev=9.91 charge=+1
C 0.561 -1.613 -1.728
C 0.845 -1.513 -0.276
C -0.011 -0.414 0.274
C -0.958 0.411 -0.516
N -0.905 1.608 0.095
C -0.152 1.596 1.292
N 0.435 0.355 1.323
H 0.868 -2.660 -1.955
H 1.092 -0.902 -2.369
H -0.570 -1.570 -1.940
H 1.992 -1.506 -0.212
H 0.570 -2.534 0.036
H -1.569 0.084 -1.371
H -1.611 2.349 -0.251
H -0.071 2.511 1.870
H 0.879 -0.312 1.977

***

Computed relative energies in units of hartree: P 0.0246; Q 0.0000

***

--- P ---
16
Properties=species:S:1:pos:R:3 method="wB97M-V/def2-TZVPD" lumo_ev=-5.42 homo_lumo_gap_ev=9.94 charge=+1
C -1.563 -0.109 -0.614
C 0.757 -1.013 -0.125
C -1.562 -0.705 0.691
C 0.575 0.428 0.540
C 1.279 1.650 -0.101
N -0.622 -1.365 -0.345
N -0.917 0.553 0.525
H -2.122 0.197 -1.551
H 1.273 -0.942 -1.139
H 1.310 -1.742 0.404
H -2.651 -1.129 2.087
H 0.842 0.506 1.609
H 0.665 2.074 -0.833
H 2.190 1.428 -0.741
H 1.424 2.387 0.615
H -0.877 -2.219 -1.021

***

--- Q ---
16
Properties=species:S:1:pos:R:3 method="wB97M-V/def2-TZVPD" smiles="C[C@@]1([NH3+])C=CC=N1" lumo_ev=-4.23 homo_lumo_gap_ev=10.17 charge=+1
C -0.964 0.215 1.181
C -0.033 -0.090 0.057
N -0.935 -0.457 -1.121
C 1.005 1.041 -0.232
C 2.203 0.463 -0.188
C 2.002 -0.991 0.070
N 0.781 -1.302 0.200
H -0.402 0.091 2.152
H -1.697 -0.610 1.314
H -1.358 1.201 1.222
H -0.459 -0.643 -1.960
H -1.722 0.182 -0.930
H -1.425 -1.350 -0.697
H 0.558 1.953 -0.704
H 3.125 0.866 0.036
H 2.768 -1.788 0.311

***

Computed relative energies in units of hartree: P 0.1917; Q 0.0000

***

--- P ---
11
Properties=species:S:1:pos:R:3 method="wB97M-V/def2-TZVPD" lumo_ev=-0.56 homo_lumo_gap_ev=8.10 charge=0
O 0.516 1.339 -0.560
C 0.270 0.213 0.044
C 1.563 -0.309 0.519
Cl 2.466 -1.032 -0.966
N -0.781 -0.486 0.137
C -2.064 -0.250 -0.040
S -3.234 -1.228 -0.650
H -0.150 1.775 -1.191
H 1.454 -1.033 1.319
H 2.243 0.408 0.811
H -2.283 0.602 0.577

***

--- Q ---
11
Properties=species:S:1:pos:R:3 method="wB97M-V/def2-TZVPD" smiles="N/C=C(/Cl)C(O)=S" lumo_ev=0.00 homo_lumo_gap_ev=8.10 charge=0
N -1.239 1.447 -0.120
C 0.044 1.190 -0.080
C 0.743 -0.048 -0.051
Cl 2.452 -0.208 -0.129
C 0.103 -1.321 -0.010
O 0.722 -2.450 -0.030
S -1.519 -1.464 -0.133
H -1.453 2.385 0.643
H -2.100 0.927 -0.259
H 0.540 2.121 -0.106
H 1.707 -2.580 0.276

***

Computed relative energies in units of hartree: P 0.0000; Q 0.0253

***

--- P ---
13
Properties=species:S:1:pos:R:3 method="wB97M-V/def2-TZVPD" lumo_ev=0.92 homo_lumo_gap_ev=9.70 charge=0
C 2.171 0.970 -0.065
C 0.341 -1.160 0.311
C -2.702 0.149 -0.243
H 2.426 1.401 0.908
H 2.951 1.191 -0.591
H 1.375 1.450 -0.663
H -0.126 -0.770 1.337
H 0.457 -2.243 0.311
H -2.930 -0.083 -1.491
H -3.518 0.888 0.526
N -1.661 -0.158 0.416
O -0.746 -0.857 -0.584
S 1.962 -0.776 -0.172

***

--- Q ---
13
Properties=species:S:1:pos:R:3 method="wB97M-V/def2-TZVPD" smiles="CCN(O)C=S" lumo_ev=0.75 homo_lumo_gap_ev=9.43 charge=0
C 1.550 0.160 2.137
C 1.302 0.946 0.861
N 0.484 0.307 -0.166
O 1.020 -0.831 -0.763
C -0.826 0.454 -0.283
S -1.936 -0.523 -1.047
H 0.701 0.061 2.745
H 2.300 0.690 2.696
H 2.066 -0.766 1.937
H 0.849 1.919 1.079
H 2.192 1.326 0.379
H 0.330 -1.048 -1.437
H -1.155 1.326 0.331

***

--- R ---
13
Properties=species:S:1:pos:R:3 method="wB97M-V/def2-TZVPD" smiles="C[C@H](N)C(O)=S" lumo_ev=0.41 homo_lumo_gap_ev=9.36 charge=0
C 1.051 -0.039 0.778
C -0.086 -0.443 -0.118
N 0.451 -0.871 -1.412
C -1.091 0.681 -0.178
O -1.823 0.867 0.961
S -1.271 1.657 -1.414
H 1.639 0.766 0.271
H 1.692 -0.887 0.913
H 0.757 0.208 1.828
H -0.632 -1.243 0.426
H -0.353 -0.825 -2.049
H 1.118 -0.108 -1.666
H -1.451 0.236 1.659

***

Computed relative energies in units of hartree: P 0.1618; Q 0.0507; R 0.0000

***

--- P ---
13
Properties=species:S:1:pos:R:3 method="wB97M-V/def2-TZVPD" smiles="CCSC(N)=O" lumo_ev=0.77 homo_lumo_gap_ev=10.22 charge=0
C -0.996 0.270 -1.687
C -0.038 1.142 -0.829
S 1.271 0.094 -0.145
C 0.330 -0.566 1.192
N 1.210 -1.182 2.103
O -0.814 -0.721 1.362
H -1.512 -0.445 -1.056
H -0.447 -0.197 -2.580
H -1.827 0.807 -2.112
H -0.498 1.680 -0.010
H 0.519 1.743 -1.534
H 0.841 -1.827 2.856
H 1.960 -0.798 2.440

***

--- Q ---
13
Properties=species:S:1:pos:R:3 method="wB97M-V/def2-TZVPD" lumo_ev="0.32 / 0.26" homo_lumo_gap_ev="7.45 / 8.66" charge=0
C 0.102 0.845 1.162
C 0.077 0.836 -1.883
C 0.242 -1.458 1.674
N -0.391 -0.242 -1.179
O 0.400 -0.060 1.982
S -0.012 2.327 0.817
H 1.039 0.956 -2.154
H -0.560 1.133 -2.771
H -0.195 1.692 -1.209
H 0.152 -1.702 0.540
H -0.509 -2.063 2.310
H 1.113 -2.096 1.926
H -1.459 -0.166 -1.216

***

Computed relative energies in units of hartree: P 0.0000; Q 0.1949